[1]
13
Properties=species:S:1:pos:R:3:forces:R:3 method="wB97M-V/def2-TZVPD" total_charge=0 smiles="N#C/C=C(/N)CS" orbital_gap_ev=9.17 homo_energy_ev=-8.64 e_above_lowest_ev=1.040 energy_ev=-18059.9328
N -0.711 3.071 0.446 0.71 -1.61 -1.85
C -0.470 2.213 -0.322 -1.13 1.98 2.03
C -0.266 1.043 -1.072 0.32 -1.96 0.89
C -0.081 -0.164 -0.396 0.26 1.29 -2.18
N 0.353 -1.273 -1.047 -0.37 -0.86 0.31
C -0.358 -0.322 1.039 0.65 1.46 1.11
S 0.890 -1.255 2.001 -1.19 -0.89 0.41
H -0.276 1.046 -2.151 0.23 0.22 -0.06
H 0.370 -1.330 -2.055 -0.01 0.18 0.22
H 0.286 -2.158 -0.540 0.14 0.52 -0.40
H -0.388 0.706 1.483 -0.48 -1.04 -0.30
H -1.316 -0.840 1.123 0.07 0.08 0.37
H 1.968 -0.737 1.489 0.80 0.63 -0.55

=====

[2]
13
Properties=species:S:1:pos:R:3:forces:R:3 method="wB97M-V/def2-TZVPD" total_charge=0 orbital_gap_ev=8.74 homo_energy_ev=-8.75 e_above_lowest_ev=5.594 energy_ev=-18055.3793
C -1.601 1.814 -0.137 -0.40 -1.44 -0.93
C -0.413 1.141 0.144 -1.39 -0.48 0.59
C 1.044 -0.765 0.000 -1.39 -3.03 1.13
C -2.405 -0.956 0.108 -1.58 1.98 1.81
H -2.850 1.423 -0.667 4.73 1.25 1.69
H -1.532 2.873 0.018 -0.24 0.40 -0.09
H 0.668 1.504 0.627 -3.32 -0.28 -1.56
H 0.820 -1.990 0.176 1.62 3.08 -0.93
H -2.532 0.096 0.570 -0.29 -2.28 -0.59
H -3.321 -1.611 0.119 1.54 0.28 -0.56
N -0.274 -0.313 0.070 2.37 2.02 -0.85
N -1.226 -1.282 -0.198 -0.18 -0.44 0.23
S 2.469 0.092 -0.040 -1.47 -1.06 0.05

=====

[3]
13
Properties=species:S:1:pos:R:3:forces:R:3 method="wB97M-V/def2-TZVPD" total_charge=0 orbital_gap_ev=8.21 homo_energy_ev=-8.72 e_above_lowest_ev=3.688 energy_ev=-18057.2850
C 1.201 0.375 -2.047 1.16 -1.47 0.04
C 0.441 -0.363 -1.193 -2.17 2.89 -2.05
N 0.863 -1.240 -0.172 -1.33 1.23 3.97
C 0.419 -1.198 1.097 -1.28 2.37 -5.33
N -0.723 -0.285 1.585 1.10 -2.27 0.00
C -1.102 0.932 1.170 -0.60 3.16 -0.06
S -2.743 1.598 1.277 3.70 -1.66 -0.13
H 2.302 0.393 -2.069 -0.40 -0.37 0.58
H 0.866 0.845 -2.983 -0.77 0.03 1.00
H -0.699 0.007 -1.444 2.24 -1.87 1.38
H 0.810 -1.982 1.691 -0.16 -0.28 1.21
H -1.453 -0.710 2.171 0.55 -0.31 -0.52
H -0.183 1.628 0.917 -2.05 -1.45 -0.11

=====

[4]
13
Properties=species:S:1:pos:R:3:forces:R:3 method="wB97M-V/def2-TZVPD" total_charge=0 smiles="C1=NN[C@H]2C[C@@H]2S1" orbital_gap_ev=8.72 homo_energy_ev=-7.81 e_above_lowest_ev=5.207 energy_ev=-18055.7663
C 1.271 -0.745 -0.611 -2.77 -2.75 1.50
N 0.419 -1.683 -0.233 3.15 0.11 -2.12
N -0.869 -1.479 0.118 -2.49 0.43 -0.10
C -1.121 -0.039 0.110 -3.60 -1.86 -3.64
C -1.551 1.102 0.993 0.39 0.55 -5.40
C -0.128 0.756 0.660 0.36 0.45 5.52
S 1.037 0.949 -0.488 3.83 3.29 -2.28
H 2.269 -1.050 -0.795 0.67 -0.47 -0.39
H -1.538 -2.120 -0.469 1.85 1.78 1.68
H -1.210 0.393 -0.963 -0.55 -1.33 1.56
H -2.104 1.828 0.418 0.20 0.27 -0.40
H -1.952 1.122 1.887 -0.97 -0.66 4.86
H 0.277 0.335 1.613 -0.07 0.19 -0.79

=====

[5]
13
Properties=species:S:1:pos:R:3:forces:R:3 method="wB97M-V/def2-TZVPD" total_charge=0 orbital_gap_ev=8.04 homo_energy_ev=-7.83 e_above_lowest_ev=2.028 energy_ev=-18058.9457
C 0.855 0.615 0.279 1.31 0.77 -0.13
C 0.546 -0.695 0.208 -0.39 0.65 -0.44
C -1.147 1.210 -0.478 0.58 -1.79 0.80
C 1.448 -1.753 0.702 -0.06 0.92 1.37
N -0.077 1.641 -0.024 0.50 -1.59 -0.22
N -2.279 1.767 -0.906 0.31 0.85 -0.48
S -1.030 -1.113 -0.337 -0.44 2.86 -0.32
H 1.882 0.946 0.516 -0.81 -0.19 0.10
H 1.341 -2.704 0.343 -1.22 -2.44 -1.54
H 2.474 -1.623 0.470 1.14 0.99 0.36
H 1.227 -1.888 1.756 0.58 0.19 0.42
H -2.263 2.517 -1.612 0.01 -0.83 0.57
H -2.978 1.081 -0.916 -1.51 -0.38 -0.50

=====

[6]
13
Properties=species:S:1:pos:R:3:forces:R:3 method="wB97M-V/def2-TZVPD" total_charge=0 orbital_gap_ev=9.72 homo_energy_ev=-8.91 e_above_lowest_ev=3.667 energy_ev=-18057.3067
H 1.483 -2.721 -0.190 0.34 2.07 0.35
N 1.777 -1.693 -0.247 -0.57 -2.39 -0.46
C 0.858 -0.851 -0.028 1.31 0.31 -0.87
C -0.470 -1.085 0.663 -1.62 -1.97 -0.91
C -1.747 -0.575 0.023 2.33 -0.68 0.72
C -2.784 -0.261 -0.473 -2.95 1.11 -0.04
N 1.201 0.473 -0.383 0.31 -0.52 -1.08
S 0.393 1.757 0.197 -2.35 2.22 0.64
H -0.667 -2.262 0.735 0.83 2.60 0.20
H -0.346 -0.616 1.638 -0.34 -0.26 0.24
H -3.834 0.121 -0.626 2.03 -0.79 -0.12
H 2.020 0.724 -1.001 -1.42 -1.30 1.01
H -0.938 1.809 -0.408 2.10 -0.39 0.31

=====

[7]
13
Properties=species:S:1:pos:R:3:forces:R:3 method="wB97M-V/def2-TZVPD" total_charge=+1 orbital_gap_ev="8.17 / 8.17" homo_energy_ev="-15.17 / -15.17" e_above_lowest_ev=5.095 energy_ev=-8703.4093
C 2.030 0.424 -0.178 -3.60 -1.42 0.65
C 1.707 -1.123 0.173 -1.39 2.66 -0.28
C -0.155 1.060 0.135 -3.50 0.61 0.76
C -2.125 -0.221 -0.116 -2.04 -1.17 1.42
N 1.107 1.249 -0.172 3.29 0.21 -0.52
N -0.820 0.048 -0.217 6.71 0.29 -1.31
N 0.560 -1.567 0.189 -0.34 0.97 -0.49
H 2.962 0.612 -0.540 2.64 0.44 -0.97
H 2.651 -1.528 0.370 0.99 -1.77 0.48
H -0.627 1.924 0.608 -0.17 -0.07 0.14
H -2.751 0.356 -0.746 -0.36 0.78 -0.93
H -2.198 -1.239 -0.410 -0.94 -1.07 0.18
H -2.342 0.005 0.905 -1.29 -0.46 0.86

=====

[8]
14
Properties=species:S:1:pos:R:3:forces:R:3 method="wB97M-V/def2-TZVPD" total_charge=-1 orbital_gap_ev="6.45 / 6.45" homo_energy_ev="-2.31 / -2.31" e_above_lowest_ev=3.211 energy_ev=-10758.1127
C -0.317 -1.302 1.006 1.63 -1.75 -4.44
C -0.359 -2.397 0.162 -0.70 -0.02 -1.30
C 0.374 -0.306 0.262 -0.04 1.47 1.43
C -0.748 2.083 0.094 -1.61 1.56 2.72
N 0.696 -0.749 -0.907 1.13 1.38 -1.86
N 0.171 -1.965 -1.081 0.65 -2.70 0.63
N 0.116 1.764 1.227 1.34 -0.44 0.36
O -0.486 1.650 2.317 -0.31 -0.27 -0.74
H -0.797 -1.043 1.834 -1.88 0.37 3.76
H -0.885 -3.362 0.080 0.30 0.50 0.69
H -1.546 1.393 -0.003 -1.20 -0.44 0.04
H -1.097 3.131 0.297 -0.14 -0.74 -0.09
H -0.233 2.101 -0.775 2.02 -0.15 -2.68
H 0.679 -2.603 -1.771 -1.19 1.22 1.48